{
  "formula": "C40H80I2N2O17PSSi",
  "method": "ωB97M-V with the def2-TZVPD basis set",
  "elements": ["C", "C", "C", "I", "C", "N", "C", "S", "C", "N", "I", "C", "C", "C", "C", "C", "C", "C", "C", "C", "C", "C", "C", "C", "O", "C", "Si", "C", "C", "C", "C", "O", "P", "O", "O", "O", "H", "H", "H", "H", "H", "H", "H", "H", "H", "H", "H", "H", "H", "H", "H", "H", "H", "H", "H", "H", "H", "H", "H", "H", "H", "H", "H", "H", "H", "H", "H", "H", "H", "H", "H", "H", "H", "H", "H", "H", "H", "H", "H", "H", "H", "H", "H", "H", "C", "C", "O", "C", "O", "O", "C", "H", "H", "H", "H", "H", "H", "H", "H", "C", "C", "O", "C", "O", "O", "C", "H", "H", "H", "H", "H", "H", "H", "H", "C", "C", "O", "C", "O", "O", "C", "H", "H", "H", "H", "H", "H", "H", "H", "C", "C", "O", "C", "O", "O", "C", "H", "H", "H", "H", "H", "H", "H", "H"],
  "positions_angstrom": [[5.75886, 2.31721, 5.20526], [6.41610, 2.79344, 3.88990], [5.56984, 2.53891, 2.64777], [6.02671, 3.94174, 1.09395], [5.54965, 1.05806, 2.15924], [6.86843, 0.44936, 2.25820], [7.83280, 0.75841, 1.56649], [9.02896, 1.08373, 0.63121], [4.96026, 0.97634, 0.77005], [4.31056, -0.33570, 0.41518], [5.80062, -1.55562, -0.48691], [3.41575, -0.96467, 1.50871], [3.16521, -2.40522, 1.03024], [1.96403, -3.19723, 1.60491], [0.79333, -3.27989, 0.62094], [-0.20126, -4.40071, 0.96718], [-1.24161, -3.94629, 1.99250], [-2.38447, -3.17164, 1.33246], [-3.63625, -3.07727, 2.19771], [-3.42019, -2.27785, 3.49159], [-3.22067, -0.78261, 3.24526], [-4.52663, -0.01097, 3.07965], [-4.30969, 1.28885, 2.30210], [-4.42121, 1.05425, 0.80291], [-3.61979, 1.99549, 0.09246], [-3.11126, 1.46115, -1.10946], [1.78219, 0.13647, 1.52361], [2.06121, 1.89615, 2.12714], [0.36488, -0.42591, 2.61203], [1.14055, 0.25204, -0.25293], [4.22427, -0.86964, 2.82894], [5.30979, -1.78188, 2.84168], [3.14012, -1.35026, 4.36279], [2.85462, 0.11400, 5.02337], [4.32376, -1.94078, 5.30595], [4.69202, 0.41518, 3.09438], [5.69697, 3.14755, 5.90152], [6.31116, 1.49650, 5.65267], [4.73499, 2.01060, 5.00929], [7.43262, 2.42657, 3.78458], [6.50921, 3.87490, 3.96956], [4.53957, 2.74395, 2.92119], [5.75459, 1.13669, 0.04430], [4.25606, 1.77364, 0.55202], [3.68829, -0.12860, -0.36600], [4.04586, -3.01431, 1.20648], [2.97652, -2.33918, -0.04113], [1.64646, -2.85778, 2.58459], [2.27996, -4.23214, 1.73983], [0.25608, -2.33280, 0.55759], [1.18103, -3.48417, -0.37969], [-0.69819, -4.68708, 0.04202], [0.34914, -5.26718, 1.33312], [-1.67399, -4.84460, 2.44109], [-0.78540, -3.38387, 2.80645], [-2.05635, -2.16007, 1.08623], [-2.63296, -3.69723, 0.41090], [-4.02199, -4.06118, 2.46259], [-4.40276, -2.55959, 1.61492], [-2.57562, -2.68531, 4.04726], [-4.30369, -2.42111, 4.11526], [-2.71881, -0.37541, 4.12658], [-2.54705, -0.60848, 2.40498], [-4.93362, 0.23087, 4.05952], [-5.26918, -0.62344, 2.56306], [-5.02269, 2.04917, 2.61675], [-3.31435, 1.69116, 2.49539], [-5.45454, 1.17582, 0.47323], [-4.07046, 0.03992, 0.58800], [-2.18488, 0.90874, -0.91869], [-2.89863, 2.26512, -1.81014], [-3.82804, 0.79390, -1.59092], [2.50229, 2.56523, 1.38956], [1.05160, 2.27906, 2.29188], [2.55643, 1.94258, 3.09206], [-0.03633, -1.41644, 2.42996], [-0.43847, 0.27866, 2.37866], [0.54205, -0.31009, 3.67921], [1.48737, -0.62657, -0.79932], [1.57108, 1.14980, -0.69634], [0.05755, 0.30056, -0.26896], [4.98423, -2.66603, 3.03731], [3.63163, 0.40593, 5.51892], [5.18015, -1.51668, 5.14706], [-9.93587, 0.61430, -4.49648], [-9.63101, 0.47898, -3.02054], [-8.25783, 0.78529, -2.72624], [-7.95740, 2.08116, -2.70239], [-8.72117, 2.99281, -2.86846], [-6.65413, 2.19717, -2.43916], [-6.17301, 3.54379, -2.43574], [-9.24733, 0.00589, -5.08424], [-10.95517, 0.28822, -4.70126], [-9.83302, 1.64722, -4.82519], [-9.76663, -0.55197, -2.69989], [-10.28583, 1.10584, -2.41622], [-6.75703, 4.16997, -1.76568], [-6.19172, 3.95623, -3.44332], [-5.14666, 3.50086, -2.08185], [5.52622, 7.57076, -1.54123], [4.55205, 6.53368, -2.05865], [3.21813, 6.76688, -1.58824], [2.55901, 7.74584, -2.21347], [2.97374, 8.39945, -3.13102], [1.35637, 7.85225, -1.65573], [0.55124, 8.91000, -2.18988], [5.47634, 7.62929, -0.45250], [6.54424, 7.31398, -1.83509], [5.29378, 8.55756, -1.93714], [4.82235, 5.54917, -1.67868], [4.56212, 6.48348, -3.14735], [0.47239, 8.83074, -3.27129], [0.97050, 9.87606, -1.91561], [-0.43198, 8.80068, -1.74293], [1.70462, 3.26194, -4.90686], [2.32773, 2.38610, -3.84220], [2.06335, 0.99252, -4.07184], [2.79956, 0.41897, -5.02606], [3.66459, 0.95133, -5.66608], [2.41720, -0.85177, -5.13112], [3.07558, -1.58077, -6.17463], [0.63780, 3.05316, -4.99198], [1.83892, 4.31425, -4.65698], [2.15887, 3.07843, -5.87889], [1.88276, 2.60690, -2.87217], [3.40217, 2.55774, -3.76307], [4.15626, -1.50672, -6.07951], [2.76053, -1.20978, -7.14767], [2.76844, -2.61622, -6.06462], [-3.27903, -10.42454, -1.60664], [-2.24215, -9.48480, -1.03140], [-2.50245, -8.11625, -1.38686], [-3.47023, -7.52340, -0.69421], [-4.10161, -8.00672, 0.20623], [-3.60521, -6.27820, -1.15609], [-4.65908, -5.53748, -0.53735], [-3.35551, -10.29094, -2.68626], [-3.00547, -11.45860, -1.39916], [-4.26127, -10.23614, -1.17631], [-1.26127, -9.70422, -1.44843], [-2.17363, -9.57728, 0.05222], [-4.55531, -5.54516, 0.54546], [-5.62849, -5.93570, -0.83121], [-4.57997, -4.51368, -0.89357]],
  "forces_ev_per_a": [[0.01, 0.07, -0.45], [-0.08, 0.55, 0.24], [-0.13, -0.54, 0.37], [0.16, 0.06, 0.01], [0.00, 0.10, 0.80], [1.00, 0.64, -1.09], [-1.21, -0.38, 0.51], [0.15, -0.10, 0.14], [0.17, 0.04, -0.98], [0.21, 0.07, 0.29], [0.13, -0.14, -0.14], [0.48, 0.28, 0.07], [-0.94, 0.06, 0.57], [-0.16, -0.22, -0.49], [-0.12, -0.33, -0.01], [0.25, 0.78, 0.17], [-0.35, -0.63, -0.35], [0.06, -0.26, 0.45], [0.14, 0.61, 0.23], [-0.15, -0.12, -0.37], [-0.08, -0.19, 0.69], [0.16, 0.30, -0.23], [-0.19, 0.10, -0.14], [0.30, 0.35, 0.18], [0.01, -0.03, -0.06], [-0.10, -0.01, -0.02], [-1.08, 0.71, 0.29], [-0.18, -0.22, -0.17], [0.08, -0.14, 0.11], [1.18, -0.34, 0.59], [-0.41, -0.68, 0.45], [0.31, 0.43, -0.47], [-0.69, -0.11, 0.26], [0.07, -0.30, -0.12], [0.08, 0.17, -0.22], [0.25, 0.05, -0.20], [0.17, -0.05, 0.21], [-0.05, -0.10, 0.12], [-0.07, -0.09, 0.06], [0.04, -0.16, -0.11], [0.07, 0.06, -0.10], [-0.11, 0.20, -0.25], [0.03, -0.01, -0.02], [-0.33, -0.09, 0.46], [0.04, -0.15, -0.16], [0.31, 0.18, -0.26], [0.23, -0.15, -0.16], [-0.01, 0.14, 0.10], [0.24, 0.00, 0.12], [-0.02, 0.09, -0.09], [0.18, 0.08, -0.04], [-0.16, -0.21, 0.03], [0.05, -0.10, -0.02], [-0.04, 0.01, 0.15], [0.10, 0.04, 0.08], [0.02, 0.04, -0.27], [-0.02, 0.14, -0.20], [0.05, -0.17, -0.17], [-0.19, -0.14, -0.02], [0.05, -0.07, 0.04], [0.01, 0.07, 0.18], [0.17, 0.16, -0.08], [-0.08, -0.02, -0.15], [-0.07, -0.18, 0.11], [-0.10, -0.02, 0.00], [-0.03, 0.09, -0.02], [0.08, 0.00, 0.12], [-0.12, -0.31, -0.09], [-0.05, -0.11, -0.14], [0.04, -0.12, -0.05], [0.07, 0.17, 0.09], [-0.07, -0.06, -0.04], [0.23, 0.08, 0.11], [-0.10, 0.00, -0.03], [0.17, 0.05, 0.00], [0.05, -0.09, 0.01], [0.04, 0.10, -0.14], [0.14, -0.04, 0.08], [-0.30, 0.02, -0.40], [-0.17, 0.05, -0.30], [-0.10, 0.01, -0.07], [0.01, -0.16, 0.13], [-0.03, 0.32, 0.01], [0.19, -0.11, 0.08], [0.18, 0.12, -0.09], [-0.37, -0.14, -0.09], [0.06, -0.07, 0.02], [-0.01, -0.11, 0.11], [-0.06, 0.13, -0.06], [0.13, 0.01, 0.02], [0.21, 0.13, 0.04], [-0.05, -0.08, 0.02], [-0.01, -0.03, 0.02], [-0.06, 0.02, 0.05], [0.15, -0.01, 0.05], [0.08, 0.11, -0.02], [-0.09, -0.02, -0.05], [-0.11, 0.02, 0.01], [-0.01, -0.12, 0.03], [-0.12, 0.16, 0.08], [0.40, -0.04, -0.08], [0.00, -0.14, 0.08], [-0.09, -0.11, 0.01], [0.07, 0.10, -0.10], [-0.05, 0.01, 0.04], [-0.18, 0.09, 0.00], [0.05, -0.07, 0.00], [0.00, -0.03, -0.01], [0.01, -0.02, -0.07], [-0.17, -0.06, 0.07], [-0.09, 0.11, -0.01], [0.08, 0.01, -0.02], [0.05, 0.00, -0.07], [0.04, -0.08, 0.07], [-0.04, -0.12, -0.17], [-0.01, 0.42, 0.04], [-0.01, -0.04, 0.23], [-0.06, -0.03, 0.03], [0.12, 0.06, -0.05], [0.00, -0.07, 0.02], [0.02, -0.18, -0.09], [-0.02, 0.06, 0.08], [0.00, 0.00, 0.04], [0.07, 0.02, 0.03], [-0.07, -0.16, 0.02], [0.03, -0.12, -0.13], [0.00, 0.09, -0.02], [0.06, 0.06, 0.00], [-0.08, 0.03, 0.07], [-0.18, 0.14, -0.06], [0.10, -0.39, 0.05], [0.06, 0.04, -0.05], [0.15, 0.02, 0.00], [-0.11, -0.05, 0.10], [-0.01, 0.15, -0.05], [-0.12, 0.23, 0.03], [0.08, -0.05, -0.01], [0.03, 0.00, 0.00], [0.03, -0.02, 0.07], [0.01, 0.15, -0.06], [-0.11, 0.09, 0.02], [-0.07, -0.12, 0.01], [0.00, -0.10, 0.11], [0.13, -0.05, -0.12]],
  "mulliken_charge": [-0.618, -0.677, -0.782, 0.212, 2.321, -0.614, 0.378, -0.296, -2.069, -0.930, 0.392, 2.972, -2.873, -0.870, 0.070, -1.500, -0.517, 0.216, -0.723, -1.274, 0.534, -0.882, -0.974, -0.103, -0.397, -0.539, 0.137, -1.145, -0.756, -0.605, -1.147, -0.572, 0.410, -0.517, -0.565, 0.110, 0.415, 0.279, -0.141, 0.366, 0.582, 0.283, 0.722, 0.224, 0.465, 0.914, 0.724, 0.102, 0.808, -0.472, 0.599, 0.436, 0.427, 0.658, 0.040, -0.365, 0.417, 0.411, 0.382, 0.428, 0.465, 0.488, -0.618, 0.458, 0.341, 0.422, 0.348, 0.288, 0.185, -0.024, 0.317, 0.392, 0.282, 0.626, 0.126, -0.150, 0.137, 0.690, 0.517, 0.048, -0.292, 0.590, 0.381, 0.438, -1.102, -0.197, -0.346, 0.738, -0.552, -0.245, -0.610, 0.290, 0.363, 0.314, 0.290, 0.319, 0.331, 0.334, 0.090, -1.240, 0.002, -0.244, 0.698, -0.535, -0.334, -0.660, 0.302, 0.356, 0.382, 0.127, 0.325, 0.300, 0.293, 0.231, -1.240, -0.046, -0.247, 0.680, -0.543, -0.320, -0.670, 0.316, 0.330, 0.342, 0.201, 0.348, 0.311, 0.303, 0.228, -1.110, -0.181, -0.359, 0.800, -0.555, -0.362, -0.658, 0.294, 0.360, 0.318, 0.290, 0.310, 0.240, 0.437, 0.201],
  "largest_force_ha_per_bohr": 0.0314,
  "spin_multiplicity": 1,
  "total_charge": 1,
  "homo_ev": -11.41
}